(1)
The following is a quantum chemistry calculation of a structure of composition C21H33ClIrN2O3Si, from the Open Molecules 2025 dataset.

Computed properties:
⟨S²⟩: 0.757
HOMO (spin up / spin down): -14.03 / -14.03 eV
2S+1: 2
LUMO energy (spin up / spin down): -7.642 / -8.870 eV
Orbital gap (spin up / spin down): 6.392 / 5.163 eV
Net charge: +2

```
62
Properties=species:S:1:pos:R:3:forces:R:3
Ir 0.067916 0.054798 0.033747 -0.14 -0.25 -0.19
Cl 5.795195 -1.101868 4.273087 0.00 0.00 0.00
C 4.634096 -0.835137 3.034742 -0.03 -0.01 0.04
C 5.070927 -0.713019 1.695961 0.02 0.01 -0.04
C 4.192137 -0.501709 0.666733 -0.01 -0.04 0.09
C 2.815333 -0.396950 0.923988 -0.08 -0.15 0.14
O 2.001741 -0.241252 -0.088168 -0.12 0.19 0.01
C 2.361970 -0.509259 2.278773 0.02 0.09 -0.07
C 1.030150 -0.372836 2.669523 -0.09 0.02 -0.07
O -0.010078 -0.096533 1.971864 0.11 -0.13 -0.02
C 3.309689 -0.740632 3.323315 0.05 0.00 -0.04
H 6.130468 -0.794534 1.489310 0.00 0.00 0.00
H 4.539265 -0.428732 -0.354416 -0.03 0.01 -0.01
H 0.782631 -0.500257 3.723142 0.06 0.01 0.02
H 2.965332 -0.832691 4.345169 0.00 0.01 0.00
N -1.956734 -0.138093 -0.014011 0.13 0.26 0.03
C -3.111352 -0.217442 0.024744 -0.05 -0.28 -0.03
N -4.394506 -0.397080 0.034090 0.03 0.09 0.06
C -5.108769 -0.662107 1.307700 0.01 -0.02 -0.03
C -5.781571 0.623956 1.756044 0.00 0.01 0.02
O -6.626556 1.123416 0.740989 -0.01 -0.02 0.00
C -5.930156 1.436545 -0.442003 -0.01 0.02 -0.01
C -5.255010 0.200455 -1.013792 0.03 -0.04 0.03
H -4.403915 -1.044837 2.043266 0.00 0.02 0.01
H -5.851707 -1.429837 1.092308 0.00 -0.01 0.03
H -5.022192 1.374278 2.021229 0.01 -0.01 -0.01
H -6.405231 0.440380 2.628667 0.00 0.00 0.00
H -5.179844 2.219392 -0.245843 0.00 -0.02 0.00
H -6.660875 1.827040 -1.148222 0.01 0.00 0.00
H -4.652254 0.420973 -1.893279 -0.01 0.02 -0.01
H -5.995532 -0.554530 -1.277237 -0.01 0.01 -0.01
C -1.677372 2.893506 0.895605 0.05 0.11 0.01
Si -0.139990 2.331577 0.017142 0.06 0.18 0.02
C 1.399535 3.378877 0.402889 -0.05 0.09 -0.04
C 1.167373 4.879469 0.190211 0.00 0.00 -0.02
C 2.705696 2.966453 -0.274566 -0.01 -0.07 0.02
C 1.507656 3.132188 1.927249 -0.01 0.03 0.04
C -0.749964 2.837306 -2.234100 0.04 -0.03 0.01
C 0.581277 2.868827 -2.917825 0.03 0.04 0.02
C -1.651453 1.709144 -2.628093 0.03 -0.04 0.05
C -1.454582 4.145641 -2.052303 -0.02 0.00 -0.02
H -1.784193 3.978349 0.867883 -0.01 0.00 0.03
H -1.597930 2.585315 1.942315 0.00 -0.04 -0.01
H -2.575625 2.432330 0.486853 0.02 0.05 -0.03
H 1.091354 5.146097 -0.862778 0.01 0.00 -0.02
H 2.036850 5.414424 0.580749 -0.02 0.00 0.04
H 0.292014 5.257032 0.721089 -0.03 -0.01 -0.03
H 2.739798 3.265987 -1.319399 0.00 0.00 -0.01
H 2.893958 1.895914 -0.219756 -0.01 0.06 -0.02
H 3.530469 3.477388 0.228247 0.00 0.00 0.01
H 0.634656 3.490600 2.476200 0.00 -0.02 0.00
H 2.370785 3.693349 2.294649 -0.01 0.01 0.00
H 1.681229 2.086463 2.175809 0.03 -0.06 0.01
H 1.200062 1.992032 -2.715640 -0.03 -0.02 -0.01
H 1.145034 3.770790 -2.694266 0.00 -0.01 0.01
H 0.387576 2.862608 -3.999552 0.00 0.01 0.00
H -1.143750 0.746184 -2.701828 0.01 -0.03 -0.01
H -2.022116 1.949710 -3.634414 -0.01 -0.04 0.00
H -2.519935 1.628341 -1.978120 -0.01 -0.02 0.01
H -0.859619 4.912780 -1.564683 0.04 0.00 0.02
H -2.413124 4.042014 -1.547394 0.00 0.00 -0.01
H -1.661230 4.519176 -3.066558 0.00 0.01 0.00
```
Positions in Å, forces in eV/Å.

=====

(2)
The following is a quantum chemistry calculation of an isolated molecule of C4H6N2O in a non-equilibrium geometry, from the Open Molecules 2025 dataset.

Computed properties:
HOMO: -10.50 eV
LUMO energy: 0.739 eV
SMILES: [H]/N=C/OCCC#N
Orbital gap: 11.236 eV
Net charge: 0

```
13
Properties=species:S:1:pos:R:3:forces:R:3
H -2.168824 1.593596 -1.071792 0.09 -0.05 0.00
N -1.503362 0.843212 -0.907659 -0.05 -0.09 0.35
C -1.712624 0.303240 0.213079 -0.09 0.17 -0.18
O -0.990529 -0.727100 0.691833 -0.04 0.05 0.03
C 0.185371 -1.084725 -0.032197 0.15 -0.09 -0.11
C 1.387660 -0.278750 0.499061 0.03 -0.04 0.05
C 1.860840 0.784861 -0.391678 0.36 0.72 -0.60
N 2.277504 1.610351 -1.085865 -0.42 -0.80 0.66
H -2.474542 0.572473 0.947913 -0.02 -0.04 -0.14
H 0.035133 -0.930469 -1.102731 0.04 -0.03 0.15
H 0.331391 -2.146891 0.171224 -0.02 0.16 -0.01
H 1.098326 0.166103 1.457113 0.09 -0.05 -0.12
H 2.234308 -0.942116 0.703852 -0.11 0.09 -0.08
```
Positions in Å, forces in eV/Å.

=====

(3)
The following is a quantum chemistry calculation of an isolated molecule of C6H9N, from the Open Molecules 2025 dataset.

Computed properties:
HOMO: -7.82 eV
LUMO energy: 1.057 eV
SMILES: Cc1c[nH]c(C)c1
Orbital gap: 8.882 eV
Net charge: 0

```
16
Properties=species:S:1:pos:R:3:forces:R:3
C -2.534322 -0.514625 -0.169389 -0.08 0.01 0.00
C -1.156990 0.002127 0.115291 0.05 0.05 -0.05
C -0.723100 1.298437 0.234974 -0.16 -0.04 -0.02
N 0.654168 1.287618 0.261333 0.10 -0.05 -0.01
C 1.110646 -0.001898 0.151584 -0.01 0.02 -0.04
C 2.547377 -0.348830 -0.071326 0.10 -0.04 0.02
C 0.009028 -0.815132 0.098513 0.11 -0.04 -0.12
H -3.267400 0.290639 -0.272819 0.10 -0.09 0.10
H -2.886042 -1.216947 0.595813 0.04 0.16 -0.09
H -2.507516 -1.057504 -1.122515 -0.12 0.06 0.16
H -1.275279 2.228474 0.266985 0.08 -0.16 0.01
H 1.239858 2.101312 0.363951 -0.12 -0.17 -0.07
H 3.129413 -0.483714 0.846072 -0.11 0.08 -0.04
H 2.582691 -1.290052 -0.628998 0.10 0.16 0.12
H 3.044783 0.415413 -0.681639 -0.07 -0.14 0.12
H 0.032686 -1.895311 0.012171 0.00 0.17 -0.10
```
Positions in Å, forces in eV/Å.

=====

(4)
The following is a quantum chemistry calculation of a cluster of 2 separate species, C9H11N2O2 in total in a non-equilibrium geometry, from the Open Molecules 2025 dataset.

Computed properties:
HOMO (spin up / spin down): -13.21 / -11.92 eV
LUMO energy (spin up / spin down): -5.261 / -5.225 eV
Orbital gap (spin up / spin down): 7.952 / 6.699 eV
Net charge: +1

```
24
Properties=species:S:1:pos:R:3:forces:R:3
C -0.044186 3.451332 -1.558379 -0.01 -0.12 0.05
C -1.198093 2.679428 -1.414960 0.06 0.03 -0.04
C 1.157652 3.030247 -0.988750 -0.04 0.06 -0.07
C -1.167905 1.496953 -0.722629 0.16 -0.11 0.25
C 1.228964 1.857290 -0.284635 -0.22 -0.28 0.21
C 0.051012 1.065793 -0.112416 -0.11 1.22 -0.55
C -0.446655 -2.601125 -1.464816 0.02 0.78 0.44
C 0.099927 -0.111587 0.538297 0.11 -1.21 -0.28
C -0.110452 -0.689482 2.868947 -0.15 0.24 0.94
N 0.022406 -3.641506 -0.934676 0.32 -0.81 0.64
N 0.090074 -0.957082 1.453241 0.06 -0.19 -0.07
O 0.450393 -3.511773 0.444267 -0.14 0.36 -0.23
O 0.128277 -4.764682 -1.410137 0.12 -0.36 0.00
H -0.082397 4.370749 -2.120801 0.01 0.09 -0.02
H -2.123948 3.010093 -1.859752 -0.07 0.01 -0.03
H 2.044589 3.632657 -1.100023 0.10 0.06 -0.03
H -2.051583 0.888616 -0.616857 -0.12 -0.05 -0.01
H 2.152744 1.521488 0.158124 0.13 0.01 0.02
H -0.775387 -2.481975 -2.473353 -0.11 0.07 -0.39
H -0.965917 -1.265363 3.220361 0.02 0.02 -0.06
H 0.774410 -1.010145 3.416207 0.01 0.01 -0.03
H -0.283795 0.370580 3.041711 0.02 -0.05 -0.11
H 0.811517 -4.380571 0.700865 -0.15 -0.05 -0.47
H 0.238354 -1.959936 1.220162 -0.01 0.27 -0.16
```
Positions in Å, forces in eV/Å.

=====

Going through the records in order, we get electronic energy values of -54657.2200; -9272.0297; -7858.0009; -16571.6902 eV.
Going through the records in order, we get relative energy (zero: lowest compared OMol25 entry of this formula, charge and spin) values of 125.81; 142.04; 15.31; 764.26 kJ/mol.